## w
2 unconnected molecules or ions with the total composition C3H10N2O2, computed with ωB97M-V/def2-TZVPD.

Computed properties:
2S+1   2
Net charge   +1

Last column: Mulliken charge in e.
Geometry (Å):
1 N -2.297 -1.302 -0.680  -0.301
2 C -1.736 -0.960 0.646  -0.603
3 C -0.280 -1.433 0.756  0.603
4 N 0.683 -0.443 0.399  -0.120
5 C 2.069 -0.729 0.255  -0.859
6 O -0.038 -2.543 1.139  -0.317
7 H -2.374 -0.463 -1.274  0.345
8 H -1.581 -1.844 -1.191  0.343
9 H -1.888 0.067 0.994  0.377
10 H -2.257 -1.561 1.412  0.285
11 H 0.264 0.245 -0.210  0.300
12 H 2.660 -0.344 1.084  0.305
13 H 2.301 -1.802 0.241  0.325
14 H 2.549 -0.306 -0.704  0.316
15 H 0.614 3.878 -0.424  0.300
16 H 1.030 5.021 -1.392  0.334
17 O 0.282 4.521 -1.052  -0.633

=====

## x
2 unconnected molecules or ions with the total composition C3H10N2O2, computed with ωB97M-V/def2-TZVPD.

Computed properties:
2S+1   2
Net charge   +1

Last column: Mulliken charge in e.
Geometry (Å):
1 C 0.359 1.504 -0.438  -0.541
2 N -0.457 0.470 -0.043  0.152
3 C -0.014 -0.447 0.869  0.556
4 N 1.371 -0.504 1.081  -0.470
5 O -0.791 -1.190 1.465  -0.372
6 C 1.195 1.053 -1.737  -0.922
7 H 0.985 1.882 0.425  0.397
8 H -0.295 2.339 -0.677  0.395
9 H -1.381 0.593 -0.191  0.232
10 H 1.715 -1.425 1.446  0.368
11 H 1.996 -0.467 0.265  0.176
12 H 0.421 0.416 -2.244  0.323
13 H 2.092 0.511 -1.482  0.318
14 H 1.510 1.816 -2.470  0.340
15 H -2.315 -2.746 1.202  0.331
16 H -3.212 -1.485 1.421  0.280
17 O -3.181 -2.320 1.107  -0.564

=====

Verdict on stability: w comes out at the bottom.

=====

## w
2 unconnected molecules or ions with the total composition C4H14N3S, computed with ωB97M-V/def2-TZVPD.

Computed properties:
2S+1   1
Net charge   +1

Last column: Mulliken charge in e.
Geometry (Å):
1 C 3.055 -0.204 0.336  -0.897
2 C 1.748 1.385 1.732  0.771
3 N 2.754 1.109 0.905  -0.190
4 N 0.772 0.506 1.912  -0.357
5 N 1.590 2.613 2.160  -0.414
6 H 3.570 1.699 0.901  0.242
7 H 0.861 -0.479 1.731  0.203
8 H -0.017 0.804 2.462  0.201
9 H 2.214 3.325 1.818  0.229
10 H 0.643 2.934 2.303  0.231
11 H 2.229 -0.882 0.253  0.319
12 H 3.779 -0.704 0.960  0.360
13 H 3.391 -0.080 -0.684  0.301
14 C -3.091 -1.830 -0.617  -0.804
15 C -2.767 -0.820 -3.165  -0.814
16 S -1.902 -0.831 -1.541  -0.064
17 H -2.579 -2.469 0.102  0.280
18 H -3.711 -1.195 -0.003  0.276
19 H -3.704 -2.494 -1.219  0.289
20 H -3.380 0.056 -3.145  0.292
21 H -3.397 -1.698 -3.225  0.238
22 H -2.059 -0.744 -3.977  0.310

=====

## x
2 unconnected molecules or ions with the total composition C4H14N3S, computed with ωB97M-V/def2-TZVPD.

Computed properties:
2S+1   1
Net charge   +1

Last column: Mulliken charge in e.
Geometry (Å):
1 C -1.850 0.217 -1.210  -0.830
2 N -1.033 1.430 -1.049  -0.192
3 C -1.494 2.597 -1.620  0.077
4 N -0.716 3.524 -1.987  -0.631
5 H -1.674 -0.471 -0.384  0.111
6 H -2.885 0.543 -1.117  0.370
7 H -1.688 -0.285 -2.164  0.299
8 H -0.056 1.214 -1.184  0.208
9 H -2.583 2.673 -1.628  0.271
10 H -1.251 4.343 -2.251  0.276
11 C 1.709 -1.607 1.694  -0.721
12 C 0.332 -1.155 1.220  -0.609
13 S -0.932 -1.600 2.458  -0.165
14 N 2.690 -1.414 0.555  -0.335
15 H 1.734 -2.664 1.946  0.440
16 H 2.100 -0.987 2.495  0.334
17 H 0.097 -1.616 0.258  0.459
18 H 0.336 -0.075 1.064  0.391
19 H -1.711 -0.564 2.123  0.175
20 H 3.594 -1.828 0.749  0.354
21 H 2.884 -0.429 0.355  0.361
22 H 2.399 -1.846 -0.324  0.354

=====

Verdict on stability: x comes out at the bottom.

=====

## w
A molecular structure, C24H46N2PPdS5SbSi3, computed with ωB97M-V/def2-TZVPD.

Computed properties:
2S+1   1
Net charge   0

Last column: Mulliken charge in e.
Geometry (Å):
1 Pd -0.280 -0.653 -0.442  -0.047
2 S -4.135 0.425 -6.352  -0.250
3 C -3.154 0.441 -5.032  0.038
4 S -1.448 0.174 -5.084  -0.136
5 C -1.112 0.252 -3.366  0.003
6 C -2.208 0.446 -2.591  -0.146
7 S -2.264 0.574 -0.830  -0.605
8 S -3.743 0.606 -3.414  -0.101
9 S 0.557 0.077 -2.891  -0.438
10 N 3.646 -5.677 3.434  -0.459
11 C 3.127 -4.818 2.874  -0.270
12 C 2.477 -3.749 2.169  0.507
13 C 2.891 -3.409 0.882  -0.692
14 C 2.213 -2.394 0.233  -0.897
15 N 1.194 -1.734 0.793  1.725
16 C 0.817 -2.051 2.036  -0.808
17 C 1.428 -3.053 2.766  -0.716
18 H 3.706 -3.923 0.393  0.584
19 H 2.484 -2.094 -0.771  0.468
20 H 0.000 -1.472 2.453  0.476
21 H 1.089 -3.290 3.763  0.557
22 C 2.584 0.786 3.224  -0.996
23 Si 2.705 1.621 1.540  0.706
24 C 3.854 0.647 0.395  -1.151
25 C 3.411 3.340 1.816  -1.249
26 Sb 0.442 1.700 0.341  -0.417
27 Si -1.132 2.658 2.102  0.623
28 C -2.478 3.708 1.328  -1.007
29 C -0.177 3.714 3.334  -1.111
30 C -1.824 1.156 2.997  -1.001
31 Si 0.770 3.586 -1.345  0.764
32 C -0.820 3.737 -2.321  -0.479
33 C 2.294 3.341 -2.402  -1.029
34 C 1.016 5.129 -0.288  -1.085
35 H 3.585 0.476 3.533  0.428
36 H 1.940 -0.086 3.262  0.163
37 H 2.223 1.498 3.967  0.354
38 H 4.343 -0.176 0.919  0.397
39 H 4.637 1.300 0.008  0.469
40 H 3.324 0.235 -0.464  0.161
41 H 4.242 3.281 2.521  0.425
42 H 2.675 4.025 2.232  0.290
43 H 3.792 3.772 0.890  0.302
44 H -2.081 4.667 0.993  0.305
45 H -3.237 3.911 2.086  0.439
46 H -2.953 3.213 0.480  0.252
47 H 0.333 4.548 2.850  0.275
48 H 0.568 3.138 3.878  0.228
49 H -0.867 4.136 4.066  0.420
50 H -2.258 0.436 2.299  0.079
51 H -2.598 1.453 3.706  0.487
52 H -1.032 0.656 3.558  0.228
53 H -1.183 2.771 -2.656  -0.142
54 H -0.645 4.355 -3.205  0.383
55 H -1.603 4.211 -1.727  0.269
56 H 2.145 2.549 -3.135  0.292
57 H 3.171 3.094 -1.801  0.258
58 H 2.503 4.282 -2.914  0.409
59 H 0.307 5.210 0.537  0.164
60 H 0.858 5.997 -0.933  0.459
61 H 2.025 5.198 0.120  0.263
62 C -0.889 -4.501 -3.393  -1.431
63 C -0.558 -3.123 -2.831  -0.292
64 P -1.298 -2.651 -1.224  0.827
65 C -3.087 -2.734 -1.604  -0.616
66 C -4.095 -2.416 -0.506  -1.147
67 C -0.966 -4.118 -0.170  -0.262
68 C -1.686 -4.131 1.176  -1.525
69 H -0.509 -4.587 -4.411  0.440
70 H -1.962 -4.684 -3.438  0.310
71 H -0.434 -5.300 -2.808  0.320
72 H -0.865 -2.331 -3.519  0.059
73 H 0.523 -2.984 -2.737  0.395
74 H -3.271 -3.741 -1.989  0.435
75 H -3.220 -2.049 -2.447  0.385
76 H -4.082 -3.156 0.290  0.267
77 H -5.097 -2.418 -0.934  0.435
78 H -3.914 -1.433 -0.074  0.088
79 H 0.117 -4.156 -0.028  0.232
80 H -1.230 -5.015 -0.738  0.632
81 H -1.733 -3.138 1.625  0.224
82 H -1.182 -4.797 1.876  0.367
83 H -2.708 -4.488 1.070  0.436

=====

## x
A molecular structure, C24H46N2PPdS5SbSi3, computed with ωB97M-V/def2-TZVPD.

Computed properties:
2S+1   1
Net charge   0

Last column: Mulliken charge in e.
Geometry (Å):
1 Pd -0.283 0.630 0.690  0.340
2 S 4.633 -1.382 5.669  -0.244
3 C 3.574 -0.946 4.494  0.120
4 S 3.993 -0.035 3.089  -0.123
5 C 2.414 0.041 2.321  -0.159
6 C 1.428 -0.594 3.004  -0.025
7 S -0.259 -0.789 2.579  -0.449
8 S 1.891 -1.334 4.527  -0.139
9 S 2.344 0.959 0.853  -0.441
10 N -1.102 5.854 -4.593  -0.463
11 C -1.059 4.975 -3.856  -0.345
12 C -1.004 3.872 -2.930  0.435
13 C -2.053 3.643 -2.050  -0.193
14 C -1.947 2.587 -1.163  -1.151
15 N -0.890 1.776 -1.121  1.547
16 C 0.104 1.991 -1.989  -0.098
17 C 0.095 3.024 -2.906  -0.409
18 H -2.929 4.275 -2.050  0.524
19 H -2.744 2.371 -0.464  0.260
20 H 0.942 1.309 -1.928  -0.659
21 H 0.928 3.167 -3.579  0.592
22 C -3.302 -1.836 -1.641  -1.102
23 Si -1.664 -1.788 -2.553  0.430
24 C -1.702 -0.360 -3.772  -0.935
25 C -1.443 -3.346 -3.570  -0.977
26 Sb 0.129 -1.523 -0.715  -0.467
27 Si -0.080 -3.801 0.496  0.739
28 C 1.347 -4.016 1.677  -0.533
29 C -0.010 -5.203 -0.755  -1.177
30 C -1.729 -3.903 1.370  -0.957
31 Si 2.416 -1.669 -1.916  0.686
32 C 3.700 -2.295 -0.717  -0.782
33 C 2.962 -0.032 -2.647  -1.089
34 C 2.250 -2.873 -3.349  -1.124
35 H -4.131 -1.678 -2.337  0.425
36 H -3.349 -1.062 -0.871  0.184
37 H -3.454 -2.801 -1.155  0.297
38 H -2.461 -0.597 -4.524  0.484
39 H -0.750 -0.232 -4.294  0.276
40 H -1.978 0.588 -3.312  0.127
41 H -2.250 -3.407 -4.308  0.407
42 H -1.478 -4.249 -2.959  0.221
43 H -0.495 -3.342 -4.110  0.230
44 H 2.272 -4.242 1.145  0.330
45 H 1.131 -4.865 2.334  0.436
46 H 1.516 -3.141 2.299  -0.099
47 H 0.733 -5.053 -1.540  0.225
48 H -0.980 -5.374 -1.227  0.320
49 H 0.259 -6.117 -0.217  0.417
50 H -1.825 -3.145 2.145  0.254
51 H -1.803 -4.889 1.840  0.398
52 H -2.564 -3.804 0.675  0.235
53 H 3.776 -1.649 0.159  0.139
54 H 4.670 -2.307 -1.224  0.403
55 H 3.486 -3.312 -0.387  0.224
56 H 2.961 0.772 -1.913  0.322
57 H 2.364 0.249 -3.520  0.235
58 H 3.996 -0.158 -2.987  0.480
59 H 1.788 -3.818 -3.059  0.203
60 H 3.246 -3.096 -3.744  0.412
61 H 1.660 -2.442 -4.162  0.268
62 C -3.225 3.097 3.675  -1.320
63 C -2.589 2.031 2.788  -0.363
64 P -0.857 2.301 2.246  0.356
65 C -0.849 4.045 1.661  -0.815
66 C 0.345 4.396 0.771  -0.916
67 C 0.066 2.380 3.821  -0.392
68 C 1.465 2.991 3.734  -1.345
69 H -4.250 2.818 3.924  0.427
70 H -3.260 4.069 3.178  0.280
71 H -2.688 3.222 4.615  0.330
72 H -3.178 1.892 1.877  0.233
73 H -2.578 1.056 3.282  0.320
74 H -0.884 4.694 2.541  0.610
75 H -1.785 4.216 1.120  0.547
76 H 1.280 4.376 1.328  0.332
77 H 0.225 5.393 0.342  0.395
78 H 0.456 3.680 -0.042  -0.120
79 H 0.102 1.361 4.207  0.371
80 H -0.550 2.962 4.512  0.629
81 H 2.029 2.598 2.886  0.176
82 H 2.023 2.766 4.643  0.411
83 H 1.415 4.078 3.640  0.367

=====

Verdict on stability: w comes out at the bottom.

=====

## w
2 unconnected molecules or ions with the total composition C2H8N2O2, computed with ωB97M-V/def2-TZVPD.

Computed properties:
2S+1   2
Net charge   +1

Last column: Mulliken charge in e.
Geometry (Å):
1 N -1.376 -0.962 -0.273  -0.175
2 C -1.314 0.080 0.728  -0.268
3 O -1.083 1.338 0.156  -0.516
4 H -0.475 -1.207 -0.737  0.381
5 H -1.750 -1.830 0.122  0.331
6 H -0.494 -0.145 1.423  0.339
7 H -2.318 0.155 1.175  0.382
8 H -1.444 1.344 -0.751  0.356
9 C 1.788 -0.393 -0.052  0.182
10 N 1.624 0.850 -0.596  -0.212
11 O 0.993 -1.300 -0.204  -0.571
12 H 2.647 -0.475 0.635  0.373
13 H 0.723 1.222 -0.790  0.164
14 H 2.480 1.323 -0.836  0.234

=====

## x
2 unconnected molecules or ions with the total composition C2H8N2O2, computed with ωB97M-V/def2-TZVPD.

Computed properties:
2S+1   2
Net charge   +1

Last column: Mulliken charge in e.
Geometry (Å):
1 C -1.487 0.738 0.550  -1.003
2 N -0.576 0.959 -0.657  0.034
3 C 0.597 0.295 -0.656  0.690
4 N 1.401 0.483 -1.771  -0.339
5 O 1.022 -0.341 0.326  -0.432
6 H -1.833 -0.280 0.585  0.427
7 H -2.511 1.205 0.458  0.370
8 H -0.961 0.868 1.475  0.455
9 H -0.939 1.590 -1.427  0.348
10 H 1.265 1.115 -2.469  0.151
11 H 2.244 0.023 -1.856  0.232
12 H -0.783 -0.926 1.827  0.316
13 H -0.039 -2.179 1.257  0.329
14 O -0.631 -1.872 1.897  -0.578

=====

Verdict on stability: x comes out at the bottom.